# 1
Density functional theory data (ωB97M-V/def2-TZVPD) for a structure of composition C17H28ClN5O7STi in a non-equilibrium geometry.

## Properties
Energy relative to the best compared isomer or geometry (same formula, charge and spin): 0.0 kcal per mole
E: -3172.88581 Ha
Total charge: -2
Kohn-Sham gap: 5.038 eV
Lowest unoccupied orbital energy: 0.170 hartree
HOMO energy: -0.40 eV

Geometry as XYZ:
```
60
C17H28ClN5O7STi, DFT ωB97M-V/def2-TZVPD
Ti -0.35 -0.83 -0.39
C 0.97 5.58 2.16
C 1.41 4.24 2.73
N 0.49 3.16 2.44
C 0.40 2.61 1.15
S 1.75 2.58 0.14
N -0.85 2.23 0.92
N -1.15 1.34 -0.05
C -2.28 1.50 -0.65
C -3.13 2.73 -0.47
C -2.77 0.46 -1.57
C -3.95 0.62 -2.30
C -4.33 -0.37 -3.19
C -3.55 -1.49 -3.36
C -2.40 -1.60 -2.59
N -2.04 -0.66 -1.73
H 1.69 6.37 2.41
H -0.01 5.87 2.55
H 0.91 5.51 1.07
H 1.53 4.30 3.81
H 2.37 3.96 2.30
H -0.44 3.28 2.82
H -2.71 3.33 0.34
H -4.16 2.47 -0.22
H -3.14 3.32 -1.38
H -4.55 1.50 -2.16
H -5.25 -0.25 -3.75
H -3.82 -2.29 -4.04
H -1.75 -2.47 -2.64
O -2.00 -5.39 0.77
Cl -2.35 -4.17 -0.14
O -3.85 -4.19 -0.59
O 0.38 -2.46 -1.13
O -1.19 -1.19 0.95
N 1.76 -2.72 -1.18
C 2.29 -2.51 -2.53
C 2.57 -1.04 -2.84
C 1.28 -0.24 -3.01
O 0.83 -0.08 -4.15
O 0.77 0.18 -1.92
H 1.97 -1.42 0.12
H 1.83 -3.71 -0.97
H 1.59 -2.92 -3.27
H 3.22 -3.08 -2.59
H 3.15 -0.98 -3.76
H 3.16 -0.61 -2.02
C 1.27 -2.79 2.17
C 1.76 -1.35 2.08
C 3.27 -1.26 2.32
C 1.02 -0.44 3.04
O 1.54 -0.80 0.75
H 1.38 -3.15 3.19
H 1.85 -3.44 1.51
H 0.22 -2.86 1.88
H 3.51 -1.57 3.34
H 3.60 -0.23 2.16
H 3.81 -1.92 1.63
H 1.12 -0.83 4.06
H -0.04 -0.42 2.78
H 1.41 0.57 2.99
```

Atomic partial charges in e from the Mulliken method, atoms 1 to 5: number 1, Ti, carries 0.1573; number 2, C, carries -1.0551; number 3, C, carries -0.7476; number 4, N, carries -0.1272; number 5, C, carries 0.1087



# 2
Density functional theory data (ωB97M-V/def2-TZVPD) for a structure of composition C17H28InNO2P2 in a non-equilibrium geometry.

## Properties
Energy relative to the best compared isomer or geometry (same formula, charge and spin): 90.3 kcal per mole
E: -1741.94196 Ha
Total charge: +2
Kohn-Sham gap (alpha / beta): 3.901 / 3.900 eV
Lowest unoccupied orbital energy (alpha / beta): -0.363 / -0.363 hartree
HOMO energy (alpha / beta): -13.77 / -13.77 eV

Geometry as XYZ:
```
51
C17H28InNO2P2, DFT ωB97M-V/def2-TZVPD
In 0.35 0.67 0.52
P 2.38 -0.62 0.36
C 2.43 -1.09 -1.32
C 1.26 -1.42 -2.02
N 0.13 -0.87 -1.47
C -1.03 -1.25 -2.01
C -1.12 -2.15 -3.06
C 0.03 -2.65 -3.69
C 1.28 -2.29 -3.18
C -2.30 -0.68 -1.41
P -2.02 0.99 -0.47
H 2.23 -2.37 -3.75
H -2.16 -2.41 -3.32
H -0.07 -3.22 -4.61
H -3.02 -0.52 -2.23
H -2.71 -1.39 -0.65
H 3.07 2.99 -3.95
H 3.38 -1.40 -1.76
H 0.12 3.65 -1.68
O 3.11 3.03 -2.94
H 4.05 3.05 -2.66
H 0.36 2.19 -0.17
O 0.29 3.91 -0.69
H 1.24 4.08 -0.58
C -2.24 2.16 -1.87
H -3.21 2.00 -2.36
H -2.21 3.18 -1.46
H -1.44 2.02 -2.62
C -3.56 1.12 0.42
H -3.57 2.11 0.89
H -4.44 1.02 -0.22
H -3.60 0.37 1.21
C 2.38 -2.22 1.22
H 3.39 -2.65 1.35
H 1.95 -1.97 2.20
H 1.75 -3.00 0.75
C 3.90 0.18 0.81
H 3.71 0.43 1.86
H 4.80 -0.44 0.70
H 4.02 1.08 0.21
C -1.58 -0.89 5.01
C -1.42 -1.77 3.94
C -0.94 -1.31 2.69
C -0.59 0.03 2.52
C -0.79 0.91 3.57
C -1.27 0.46 4.82
H -1.91 -1.27 6.00
H -1.63 -2.84 4.09
H -0.83 -2.03 1.88
H -0.55 1.97 3.44
H -1.39 1.13 5.67
```

Atomic partial charges in e from the Mulliken method, atoms 1 to 5: number 1, In, carries 1.5963; number 2, P, carries 0.5195; number 3, C, carries -0.5860; number 4, C, carries 0.5556; number 5, N, carries 0.1409



# 3
Density functional theory data (ωB97M-V/def2-TZVPD) for an isolated molecule of C17H28N2.

## Properties
Energy relative to the best compared isomer or geometry (same formula, charge and spin): 13.3 kcal per mole
E: -774.05768 Ha
SMILES: CC(C)=CCC[C@H](C)CN(C)CCc1ccccn1
Kohn-Sham gap: 9.195 eV
Lowest unoccupied orbital energy: 0.030 hartree
HOMO energy: -8.37 eV

Geometry as XYZ:
```
47
C17H28N2, DFT ωB97M-V/def2-TZVPD
C 1.39 3.01 0.57
C 2.75 2.49 0.21
C 3.87 3.20 0.92
C 2.99 1.49 -0.63
C 2.01 0.66 -1.40
C 2.00 -0.81 -0.96
C 1.51 -1.02 0.47
C 2.66 -0.98 1.48
C 0.78 -2.36 0.58
N -0.34 -2.44 -0.34
C -0.68 -3.80 -0.69
C -1.50 -1.69 0.08
C -2.18 -1.02 -1.13
C -3.29 -0.12 -0.67
C -3.03 1.16 -0.20
C -4.08 1.94 0.25
C -5.36 1.40 0.22
C -5.52 0.12 -0.26
N -4.51 -0.63 -0.69
H 1.16 2.75 1.61
H 0.61 2.61 -0.07
H 1.38 4.10 0.49
H 3.89 4.25 0.63
H 4.84 2.76 0.67
H 3.73 3.15 2.00
H 4.03 1.20 -0.79
H 2.29 0.70 -2.46
H 1.00 1.06 -1.31
H 1.33 -1.35 -1.63
H 3.01 -1.23 -1.07
H 0.81 -0.21 0.72
H 3.18 -0.03 1.42
H 2.28 -1.09 2.50
H 3.37 -1.78 1.29
H 1.49 -3.16 0.32
H 0.47 -2.53 1.63
H 0.19 -4.29 -1.14
H -1.00 -4.40 0.17
H -1.48 -3.79 -1.42
H -1.19 -0.90 0.78
H -2.23 -2.32 0.60
H -1.43 -0.45 -1.67
H -2.59 -1.78 -1.79
H -2.02 1.55 -0.19
H -3.91 2.94 0.62
H -6.21 1.97 0.56
H -6.49 -0.35 -0.31
```

Atomic partial charges in e from the Mulliken method, atoms 1 to 5: number 1, C, carries -1.2863; number 2, C, carries 1.2772; number 3, C, carries -1.5785; number 4, C, carries -0.7151; number 5, C, carries -0.4061



# 4
Density functional theory data (ωB97M-V/def2-TZVPD) for an isolated molecule of C17H28N2O2.

## Properties
Energy relative to the best compared isomer or geometry (same formula, charge and spin): 67.7 kcal per mole
E: -924.53415 Ha
SMILES: CCCCOc1ccc(CN2CCN(CCO)CC2)cc1
Kohn-Sham gap: 8.690 eV
Lowest unoccupied orbital energy: 0.030 hartree
HOMO energy: -7.87 eV

Geometry as XYZ:
```
49
C17H28N2O2, DFT ωB97M-V/def2-TZVPD
C 8.35 1.06 0.66
C 7.05 1.04 -0.14
C 5.96 0.25 0.59
C 4.66 0.23 -0.20
O 3.71 -0.51 0.54
C 2.46 -0.67 0.04
C 1.58 -1.41 0.83
C 0.28 -1.63 0.42
C -0.17 -1.13 -0.79
C -1.59 -1.39 -1.23
N -2.52 -1.11 -0.15
C -3.86 -1.58 -0.44
C -4.75 -1.36 0.79
N -4.78 -0.01 1.29
C -5.81 0.88 0.83
C -5.76 1.44 -0.60
O -4.81 2.48 -0.66
C -3.43 0.52 1.42
C -2.56 0.31 0.18
C 0.70 -0.39 -1.57
C 2.01 -0.17 -1.17
H 8.19 1.52 1.63
H 9.11 1.62 0.13
H 8.72 0.05 0.81
H 7.23 0.59 -1.12
H 6.71 2.06 -0.30
H 6.29 -0.78 0.75
H 5.77 0.70 1.57
H 4.82 -0.24 -1.18
H 4.30 1.25 -0.36
H 1.94 -1.80 1.78
H -0.40 -2.19 1.04
H -1.70 -2.45 -1.49
H -1.82 -0.79 -2.13
H -3.81 -2.65 -0.65
H -4.29 -1.08 -1.32
H -5.77 -1.68 0.57
H -4.36 -1.99 1.60
H -6.76 0.35 0.95
H -5.82 1.74 1.51
H -5.52 0.65 -1.32
H -6.76 1.83 -0.85
H -4.83 2.88 -1.54
H -3.49 1.59 1.64
H -2.96 0.00 2.26
H -1.55 0.64 0.39
H -2.95 0.91 -0.66
H 0.37 0.01 -2.52
H 2.66 0.41 -1.81
```

Atomic partial charges in e from the Mulliken method, atoms 1 to 5: number 1, C, carries -1.2979; number 2, C, carries -0.3242; number 3, C, carries -0.6951; number 4, C, carries -0.6862; number 5, O, carries -0.3700



# 5
Density functional theory data (ωB97M-V/def2-TZVPD) for an isolated molecule of C17H28N4O2S in a non-equilibrium geometry.

## Properties
Energy relative to the best compared isomer or geometry (same formula, charge and spin): 0.0 kcal per mole
E: -1432.32615 Ha
SMILES: CC(C)Cc1nnc(NC(=O)CCC(=O)NC2CCCCCC2)s1
Kohn-Sham gap: 9.057 eV
Lowest unoccupied orbital energy: 0.017 hartree
HOMO energy: -8.58 eV

Geometry as XYZ:
```
52
C17H28N4O2S, DFT ωB97M-V/def2-TZVPD
C 6.04 -2.31 1.41
C 6.34 -1.12 0.51
C 7.77 -1.20 -0.03
C 5.35 -1.06 -0.67
C 3.96 -0.85 -0.19
N 3.52 0.25 0.30
N 2.25 0.22 0.69
C 1.70 -0.93 0.50
N 0.40 -1.21 0.82
C -0.18 -2.41 0.55
O 0.43 -3.32 0.02
C -1.64 -2.50 0.95
C -2.54 -1.63 0.06
C -2.55 -0.16 0.49
O -1.82 0.29 1.36
N -3.46 0.59 -0.15
C -3.62 2.01 0.07
C -5.10 2.32 0.34
C -5.96 2.56 -0.90
C -5.96 4.02 -1.36
C -4.67 4.46 -2.03
C -3.40 4.25 -1.20
C -3.00 2.77 -1.10
S 2.75 -2.13 -0.22
H 6.10 -3.24 0.84
H 6.75 -2.36 2.23
H 5.04 -2.24 1.83
H 6.23 -0.20 1.09
H 7.99 -0.34 -0.65
H 7.90 -2.10 -0.62
H 8.48 -1.22 0.79
H 5.62 -0.22 -1.32
H 5.40 -1.99 -1.24
H -0.17 -0.46 1.23
H -1.94 -3.54 0.86
H -1.74 -2.18 1.99
H -2.21 -1.68 -0.98
H -3.56 -2.00 0.11
H -4.03 0.17 -0.87
H -3.05 2.23 0.98
H -5.17 3.21 0.98
H -5.51 1.49 0.92
H -6.99 2.29 -0.66
H -5.64 1.91 -1.72
H -6.15 4.65 -0.49
H -6.78 4.17 -2.06
H -4.76 5.52 -2.27
H -4.55 3.93 -2.98
H -2.59 4.79 -1.68
H -3.53 4.67 -0.20
H -1.91 2.70 -1.00
H -3.27 2.27 -2.04
```

Atomic partial charges in e from the Mulliken method, atoms 1 to 5: number 1, C, carries -1.3939; number 2, C, carries 0.6580; number 3, C, carries -1.5354; number 4, C, carries -0.7574; number 5, C, carries 0.4273



Please write out number 1 again, unchanged.
Density functional theory data (ωB97M-V/def2-TZVPD) for a structure of composition C17H28ClN5O7STi in a non-equilibrium geometry.

## Properties
Energy relative to the best compared isomer or geometry (same formula, charge and spin): 0.0 kcal per mole
E: -3172.88581 Ha
Total charge: -2
Kohn-Sham gap: 5.038 eV
Lowest unoccupied orbital energy: 0.170 hartree
HOMO energy: -0.40 eV

Geometry as XYZ:
```
60
C17H28ClN5O7STi, DFT ωB97M-V/def2-TZVPD
Ti -0.35 -0.83 -0.39
C 0.97 5.58 2.16
C 1.41 4.24 2.73
N 0.49 3.16 2.44
C 0.40 2.61 1.15
S 1.75 2.58 0.14
N -0.85 2.23 0.92
N -1.15 1.34 -0.05
C -2.28 1.50 -0.65
C -3.13 2.73 -0.47
C -2.77 0.46 -1.57
C -3.95 0.62 -2.30
C -4.33 -0.37 -3.19
C -3.55 -1.49 -3.36
C -2.40 -1.60 -2.59
N -2.04 -0.66 -1.73
H 1.69 6.37 2.41
H -0.01 5.87 2.55
H 0.91 5.51 1.07
H 1.53 4.30 3.81
H 2.37 3.96 2.30
H -0.44 3.28 2.82
H -2.71 3.33 0.34
H -4.16 2.47 -0.22
H -3.14 3.32 -1.38
H -4.55 1.50 -2.16
H -5.25 -0.25 -3.75
H -3.82 -2.29 -4.04
H -1.75 -2.47 -2.64
O -2.00 -5.39 0.77
Cl -2.35 -4.17 -0.14
O -3.85 -4.19 -0.59
O 0.38 -2.46 -1.13
O -1.19 -1.19 0.95
N 1.76 -2.72 -1.18
C 2.29 -2.51 -2.53
C 2.57 -1.04 -2.84
C 1.28 -0.24 -3.01
O 0.83 -0.08 -4.15
O 0.77 0.18 -1.92
H 1.97 -1.42 0.12
H 1.83 -3.71 -0.97
H 1.59 -2.92 -3.27
H 3.22 -3.08 -2.59
H 3.15 -0.98 -3.76
H 3.16 -0.61 -2.02
C 1.27 -2.79 2.17
C 1.76 -1.35 2.08
C 3.27 -1.26 2.32
C 1.02 -0.44 3.04
O 1.54 -0.80 0.75
H 1.38 -3.15 3.19
H 1.85 -3.44 1.51
H 0.22 -2.86 1.88
H 3.51 -1.57 3.34
H 3.60 -0.23 2.16
H 3.81 -1.92 1.63
H 1.12 -0.83 4.06
H -0.04 -0.42 2.78
H 1.41 0.57 2.99
```

Atomic partial charges in e from the Mulliken method, atoms 1 to 5: number 1, Ti, carries 0.1573; number 2, C, carries -1.0551; number 3, C, carries -0.7476; number 4, N, carries -0.1272; number 5, C, carries 0.1087



Question: Which value of E does entry 1 give?
Answer: -3172.88581 Ha



Question: Which of these has the lowest E?
Answer: C17H28ClN5O7STi



Question: Which formula does entry 5 have?
Answer: C17H28N4O2S